{"formula": "C49H44BCl2F3N7O16", "method": "ωB97M-V/def2-TZVPD", "orbital_gap_ha": 0.1658, "charge": -1, "homo_ha": -0.1476, "species": ["C", "C", "Cl", "C", "Cl", "B", "C", "C", "C", "F", "F", "F", "C", "O", "O", "H", "H", "H", "H", "H", "H", "H", "H", "H", "C", "C", "C", "C", "C", "C", "N", "O", "O", "H", "H", "H", "H", "H", "C", "C", "C", "C", "C", "C", "N", "O", "O", "H", "H", "H", "H", "H", "C", "C", "C", "C", "C", "C", "N", "O", "O", "H", "H", "H", "H", "H", "C", "C", "C", "C", "C", "C", "N", "O", "O", "H", "H", "H", "H", "H", "C", "C", "C", "C", "C", "C", "N", "O", "O", "H", "H", "H", "H", "H", "C", "C", "C", "C", "C", "C", "N", "O", "O", "H", "H", "H", "H", "H", "C", "C", "C", "C", "C", "C", "N", "O", "O", "H", "H", "H", "H", "H"], "coordinates": [[-2.54549, 0.83987, -1.39779], [-1.46815, -0.07869, -0.63697], [-2.43552, -1.01372, 0.67118], [-0.76563, -1.20460, -1.54712], [0.87075, -1.59717, -0.72307], [-0.46436, -0.75899, -3.08850], [-1.57328, -0.57883, -4.27038], [-0.94314, -0.27232, -5.73564], [-0.65299, 1.30985, -5.96894], [-0.77499, 2.10249, -4.78613], [-1.65731, 1.81160, -6.89582], [0.62268, 1.57786, -6.56160], [1.09487, -0.49879, -3.52530], [1.75357, -1.57649, -3.85074], [1.69167, 0.76737, -3.60416], [-3.33612, 0.13486, -1.85932], [-2.10683, 1.52284, -2.21171], [-3.09946, 1.54882, -0.65961], [-0.74841, 0.59070, -0.05173], [-1.37700, -2.17547, -1.51544], [-2.17156, -1.57739, -4.33617], [-2.35188, 0.24064, -4.07418], [-1.77471, -0.55371, -6.51002], [-0.04468, -0.94082, -5.99268], [-3.34189, -4.24592, 6.39539], [-4.63170, -3.75312, 6.21523], [-5.10051, -3.47890, 4.93365], [-4.26837, -3.70687, 3.83754], [-2.97362, -4.19283, 4.01308], [-2.51269, -4.46137, 5.29866], [-4.76428, -3.44353, 2.48483], [-5.90143, -2.99820, 2.36871], [-4.01555, -3.68467, 1.54798], [-2.98136, -4.46408, 7.39671], [-5.27332, -3.58556, 7.07476], [-6.10749, -3.09522, 4.80713], [-2.31701, -4.36868, 3.16719], [-1.50726, -4.84269, 5.44596], [6.63436, 3.64350, -0.47716], [6.63212, 3.39291, -1.84662], [5.50176, 2.85420, -2.45578], [4.37469, 2.57353, -1.68302], [4.37443, 2.81552, -0.30952], [5.51066, 3.35202, 0.29127], [3.17439, 2.03073, -2.32266], [3.22764, 1.81433, -3.54409], [2.19217, 1.83035, -1.60424], [7.51640, 4.06924, -0.00633], [7.51182, 3.62079, -2.44094], [5.51370, 2.66413, -3.52382], [3.50441, 2.59592, 0.30053], [5.51909, 3.54677, 1.35953], [-0.36731, -5.04812, -9.79511], [-0.50454, -5.73111, -8.58972], [-1.22528, -5.16211, -7.54435], [-1.80937, -3.90787, -7.71929], [-1.66890, -3.21579, -8.92160], [-0.94388, -3.79169, -9.96037], [-2.59015, -3.31558, -6.63060], [-2.67610, -3.94344, -5.58275], [-3.11588, -2.22723, -6.83156], [0.19153, -5.49805, -10.61090], [-0.05143, -6.70968, -8.46621], [-1.32445, -5.70499, -6.61027], [-2.11574, -2.23732, -9.06465], [-0.83091, -3.26273, -10.90135], [-4.22012, 2.77881, 4.12898], [-3.70132, 2.79466, 5.42126], [-3.07592, 1.66271, 5.93527], [-2.97136, 0.51960, 5.14291], [-3.49569, 0.49543, 3.85051], [-4.12192, 1.63108, 3.34622], [-2.29160, -0.66643, 5.66911], [-1.85892, -0.61735, 6.81629], [-2.19044, -1.63749, 4.93175], [-4.70260, 3.66632, 3.72912], [-3.78195, 3.69190, 6.02696], [-2.67618, 1.68929, 6.94359], [-3.42306, -0.39083, 3.22849], [-4.53047, 1.62349, 2.34065], [3.08624, 4.23427, -6.03539], [4.01068, 5.18573, -6.46058], [3.58401, 6.45543, -6.83567], [2.22593, 6.76546, -6.77761], [1.29320, 5.81558, -6.36037], [1.72713, 4.54585, -5.98869], [1.77492, 8.10923, -7.14785], [2.62086, 8.91213, -7.52771], [0.57870, 8.35711, -7.05356], [3.42673, 3.24601, -5.73823], [5.06676, 4.93673, -6.49645], [4.31564, 7.18599, -7.16454], [0.23409, 6.04733, -6.31709], [1.00818, 3.80257, -5.66056], [2.15695, 3.75475, 4.17948], [1.38271, 2.79009, 4.81853], [0.41361, 3.17296, 5.74075], [0.22496, 4.52844, 6.01253], [1.00281, 5.49858, 5.38104], [1.97141, 5.10563, 4.46242], [-0.81170, 4.93759, 6.96351], [-1.46223, 4.05553, 7.51180], [-0.97274, 6.13688, 7.15304], [2.90863, 3.45222, 3.45588], [1.53291, 1.73859, 4.59484], [-0.18297, 2.41080, 6.23142], [0.86636, 6.55459, 5.58971], [2.58009, 5.85269, 3.96303], [3.71981, -5.39887, 6.77822], [2.69002, -4.72237, 7.42634], [1.44239, -5.32214, 7.56718], [1.23828, -6.60456, 7.05777], [2.26385, -7.28385, 6.40099], [3.50724, -6.67468, 6.26260], [-0.06624, -7.25026, 7.22557], [-0.94848, -6.61522, 7.79114], [-0.19953, -8.38853, 6.79471], [4.69406, -4.92953, 6.67507], [2.86125, -3.72738, 7.82483], [0.64859, -4.78375, 8.07439], [2.11256, -8.27955, 5.99727], [4.31310, -7.19580, 5.75569]], "atomic_forces_ev_per_a": [[-0.6, -0.1, 0.2], [-0.6, 0.5, -0.4], [0.5, 0.6, -0.5], [-0.1, 0.4, 0.5], [-1.2, 0.0, -0.2], [1.2, 0.9, -0.6], [-0.3, -0.4, -0.6], [-1.0, 0.1, -0.5], [0.1, -0.1, -0.1], [0.3, -1.6, -3.1], [2.3, -0.6, 2.0], [-3.2, -0.4, 1.4], [3.4, 1.6, -1.2], [-2.3, 2.5, 0.9], [-7.4, -8.7, -0.8], [1.2, 1.2, 0.6], [-0.3, -1.3, 1.2], [1.1, -1.4, -1.1], [-0.8, -1.3, -1.1], [0.8, 1.5, 0.1], [0.9, 1.7, 0.0], [1.1, -1.3, -0.1], [1.7, 0.9, 1.4], [-1.0, 1.4, 0.7], [0.0, -0.1, 0.0], [0.2, 0.0, -0.2], [-0.1, 0.1, 0.0], [0.3, -0.2, 0.8], [0.0, -0.2, 0.0], [-0.4, -0.1, 0.0], [-0.1, 0.1, -0.7], [0.6, -0.2, 0.1], [-0.5, 0.1, 0.6], [0.0, 0.0, -0.1], [0.1, 0.0, -0.1], [0.2, -0.1, -0.2], [-0.3, 0.1, 0.0], [-0.1, 0.1, -0.1], [0.1, 0.0, 0.0], [-0.3, -0.1, 0.2], [0.1, 0.1, 0.1], [0.6, -0.2, 0.3], [0.1, 0.1, 0.1], [0.0, 0.0, -0.4], [-0.2, -0.2, -1.3], [3.7, 3.8, 2.3], [0.9, 0.9, 0.2], [-0.1, -0.1, -0.1], [-0.1, 0.0, 0.0], [-0.3, -0.1, 0.2], [0.0, -0.1, -0.3], [0.0, 0.0, -0.1], [0.0, 0.0, 0.0], [-0.1, 0.3, -0.1], [0.0, -0.1, 0.1], [0.5, -0.4, -0.7], [0.0, 0.1, 0.0], [0.0, -0.2, 0.2], [-0.4, 0.2, 0.6], [0.1, 0.4, -0.7], [0.2, -0.8, 0.0], [-0.1, 0.1, 0.1], [-0.1, 0.1, 0.0], [-0.1, 0.3, -0.1], [0.0, -0.2, 0.2], [0.0, 0.0, 0.2], [0.0, -0.1, 0.0], [0.0, -0.2, -0.2], [0.0, 0.0, 0.1], [-0.5, 0.8, -0.3], [0.0, -0.2, 0.0], [0.1, 0.1, 0.2], [0.2, -0.5, 0.1], [-0.2, 0.0, -0.6], [0.1, 0.9, 0.6], [0.1, -0.1, 0.1], [0.1, -0.2, 0.0], [0.0, -0.1, -0.2], [0.1, 0.1, 0.2], [0.1, -0.1, 0.1], [0.0, 0.0, 0.0], [-0.4, 0.1, 0.0], [0.1, 0.1, 0.0], [0.2, -0.7, 0.2], [0.0, 0.0, 0.0], [0.2, 0.2, -0.1], [-0.2, 0.4, -0.1], [-0.5, -0.4, 0.2], [0.7, -0.1, -0.1], [-0.2, 0.1, 0.0], [-0.1, 0.1, 0.0], [-0.3, 0.0, 0.0], [0.2, 0.1, -0.1], [0.2, 0.1, 0.0], [0.0, 0.0, 0.0], [0.0, 0.3, 0.0], [-0.1, -0.1, 0.0], [0.6, -0.3, -0.6], [0.0, 0.1, 0.0], [-0.1, -0.2, 0.1], [-0.4, 0.2, 0.4], [0.4, 0.5, -0.3], [0.1, -0.7, -0.1], [-0.1, 0.0, 0.1], [-0.1, 0.1, 0.0], [0.0, 0.3, 0.0], [-0.1, -0.2, 0.1], [-0.1, -0.1, 0.1], [0.0, 0.0, 0.0], [0.0, -0.3, -0.1], [-0.1, 0.0, 0.0], [0.8, 0.4, -0.1], [0.0, -0.1, 0.0], [-0.2, 0.2, 0.2], [-0.6, -0.3, 0.0], [0.5, -0.4, -0.3], [0.1, 0.7, 0.3], [-0.1, -0.1, 0.0], [-0.1, -0.1, -0.1], [0.0, -0.2, -0.1], [-0.2, 0.2, 0.1], [-0.1, 0.0, 0.0]]}



{"formula": "C49H44N7O2PdS4", "method": "ωB97M-V/def2-TZVPD", "de_lowest_ev": 6.072, "orbital_gap_ha": [0.3070, 0.1915], "multiplicity": 6, "s_squared": 8.83, "charge": 2, "homo_ha": [-0.4732, -0.4738], "species": ["Pd", "O", "N", "C", "C", "C", "C", "C", "S", "H", "H", "H", "H", "C", "C", "O", "N", "C", "C", "C", "C", "C", "C", "N", "H", "H", "H", "H", "H", "H", "H", "H", "H", "H", "N", "S", "N", "S", "N", "S", "N", "C", "C", "C", "C", "C", "C", "C", "C", "C", "C", "C", "C", "C", "C", "C", "C", "C", "C", "C", "C", "C", "C", "C", "C", "C", "C", "C", "C", "C", "C", "C", "C", "C", "C", "C", "C", "H", "H", "H", "H", "H", "H", "H", "H", "H", "H", "H", "H", "H", "H", "H", "H", "H", "H", "H", "H", "H", "H", "H", "H", "H", "H", "H", "H", "H", "H"], "coordinates": [[0.16149, 2.36816, -1.36056], [1.68956, 1.75907, -2.57231], [-2.82513, 4.53103, -1.28025], [-4.00922, 4.68742, -1.85254], [-5.12656, 5.14710, -0.91785], [-4.96053, 4.98297, 0.46674], [-3.83745, 4.76070, 1.05427], [-2.84349, 4.35141, 0.19025], [-1.56689, 3.42898, 0.86260], [-3.95529, 4.82404, -2.84273], [-5.94359, 5.87995, -1.26215], [-5.84035, 5.51541, 1.00754], [-3.57678, 4.69063, 2.10322], [0.88127, 6.48727, -0.09403], [1.31931, 5.21967, -0.57410], [0.57595, 4.55661, -1.32895], [2.52433, 4.81920, -0.18383], [3.16339, 3.47604, -0.32420], [2.50407, 2.50442, 0.68093], [3.22164, 2.17086, 1.88651], [2.43320, 1.96584, 2.93603], [1.08679, 1.40610, 2.93720], [0.89634, 0.82838, 1.52291], [1.42273, 1.84332, 0.50252], [1.59164, 7.07547, 0.52467], [-0.03090, 6.21675, 0.56877], [0.39304, 7.02933, -0.91973], [3.23203, 5.52509, 0.05745], [4.22809, 3.74293, -0.14610], [3.08058, 3.01309, -1.33028], [4.05325, 2.64685, 2.05206], [2.98158, 2.15119, 3.87106], [0.51378, 2.44766, 2.96575], [-0.20787, 0.94015, 1.19482], [-0.96593, 0.55968, -1.64123], [-1.59103, -0.67972, -1.09357], [-0.88859, -1.89667, -0.37576], [0.52106, -2.48621, -0.78401], [1.74088, -1.57930, -0.83565], [2.47184, -1.40603, 0.71231], [1.45098, -0.50565, 1.43850], [0.76789, 0.46203, 4.03508], [-0.54421, 0.42534, 4.48731], [-0.87364, -0.32713, 5.64737], [0.06722, -1.03649, 6.33960], [1.38447, -1.09987, 5.77008], [1.71260, -0.39775, 4.63140], [3.97463, -0.63119, -0.02828], [3.90678, 0.06670, -1.23837], [5.14467, 0.39771, -1.76967], [6.35460, 0.21953, -1.10376], [6.30563, -0.33128, 0.17374], [5.10699, -0.72822, 0.69965], [0.24796, -3.25902, -2.42899], [1.07868, -2.76827, -3.44529], [1.01309, -3.32217, -4.68375], [0.02363, -4.33110, -4.88396], [-0.78090, -4.84794, -3.94588], [-0.67607, -4.30753, -2.65855], [0.89561, -3.89431, 0.17155], [0.04463, -4.30128, 1.25607], [0.32525, -5.41924, 2.01333], [1.46350, -6.13820, 1.69578], [2.25129, -5.76448, 0.59474], [1.99337, -4.63691, -0.13927], [-2.82291, -0.31949, 0.13086], [-2.61954, -0.42001, 1.53414], [-3.51174, 0.02172, 2.49989], [-4.59419, 0.75706, 1.93110], [-4.82160, 0.86027, 0.55423], [-3.88743, 0.42922, -0.39680], [-2.56926, -1.44349, -2.49408], [-3.47979, -2.42606, -2.34721], [-4.06756, -2.97169, -3.47508], [-3.74612, -2.49440, -4.73770], [-2.82751, -1.44804, -4.87928], [-2.20690, -0.91815, -3.74545], [-1.32831, 1.13576, 4.02375], [-1.91915, -0.31009, 5.95560], [-0.01075, -1.83179, 7.03918], [2.15224, -1.78776, 6.23692], [2.71687, -0.36937, 4.22475], [3.02863, 0.12108, -1.84198], [5.22028, 0.86312, -2.72198], [7.30498, 0.40915, -1.47307], [7.27035, -0.48910, 0.60329], [5.12083, -1.35914, 1.59889], [1.68162, -1.92021, -3.11870], [1.68296, -3.05470, -5.52656], [-0.11262, -4.66784, -5.88320], [-1.60218, -5.52850, -4.18724], [-1.33014, -4.66174, -1.84785], [-0.84559, -3.70421, 1.53187], [-0.14785, -5.57682, 2.93514], [1.83383, -7.00077, 2.30935], [3.22436, -6.43042, 0.43550], [2.70088, -4.33411, -0.89403], [-1.65755, -0.81434, 1.83614], [-3.34483, 0.12960, 3.57960], [-5.31247, 1.11205, 2.67953], [-5.71209, 1.37451, 0.26086], [-4.00970, 0.68220, -1.41644], [-3.54948, -2.75147, -1.31662], [-4.74561, -3.77721, -3.32150], [-4.17345, -3.00499, -5.60022], [-2.70010, -1.03562, -5.86389], [-1.43830, -0.07232, -3.81793]], "atomic_forces_ev_per_a": [[0.4, -1.1, 0.8], [-1.0, 0.4, 0.5], [-1.4, -1.8, 2.4], [-0.1, 2.0, 6.8], [0.9, -0.1, -2.1], [-7.3, 4.5, -1.6], [3.8, -1.9, 1.8], [3.1, -0.9, -3.0], [-0.2, 0.3, -0.9], [-0.5, 0.3, -3.7], [1.1, -1.9, 0.2], [1.5, -1.4, -0.4], [-0.6, 0.2, 0.1], [-2.6, 1.9, 1.6], [0.3, -1.6, -1.4], [0.2, -0.6, 0.5], [2.1, -0.7, 0.1], [-1.1, 0.6, -0.3], [1.2, -2.0, -0.2], [-4.4, 0.1, -0.8], [2.4, -1.1, 2.1], [-0.3, 2.5, -1.6], [-0.9, 0.2, -1.9], [-0.6, 0.9, -1.7], [-0.5, -0.4, -0.7], [1.4, 0.5, -0.7], [0.5, 0.1, 0.3], [-1.1, -0.3, 0.2], [-0.7, -1.1, 0.2], [0.0, 0.6, 0.4], [4.9, 2.2, 0.8], [-0.7, -0.3, 0.1], [0.1, -2.1, 0.2], [1.4, -1.2, 0.9], [0.5, -0.4, 0.4], [-0.9, 1.2, -1.2], [1.3, -1.1, 1.0], [-1.3, -0.8, -1.9], [0.5, -0.4, -0.6], [-0.9, 1.9, -0.6], [0.1, 0.6, 1.2], [-1.1, -0.4, 0.7], [-0.7, 1.0, 0.6], [-1.1, 0.7, -0.7], [2.7, -0.9, -2.2], [0.1, -0.7, 0.6], [0.0, 1.1, -0.1], [-2.7, 0.9, -0.4], [1.7, -1.0, 0.3], [0.5, 0.9, -0.3], [-2.2, -0.9, 1.8], [0.9, 0.7, -1.4], [0.8, -1.8, 1.5], [0.1, -0.4, -0.3], [-0.1, 0.7, 1.6], [-0.6, -1.2, -1.1], [2.0, 1.2, -1.9], [-1.3, 0.4, 2.0], [0.3, 0.7, 1.2], [-3.0, -0.6, 2.6], [-0.4, 1.3, -0.9], [1.5, 0.6, -0.7], [1.0, -0.9, -0.2], [2.3, -2.5, 1.0], [1.1, -0.2, -0.6], [-0.7, 1.2, 0.5], [1.1, -0.9, -0.4], [-0.8, 2.2, -2.1], [-0.1, -1.5, 1.1], [0.5, 0.4, 0.6], [-0.2, -0.7, 2.6], [2.3, 2.4, -0.8], [0.2, -0.4, 1.0], [0.2, 0.1, 0.2], [0.1, -0.3, 0.2], [-0.5, -0.2, 0.6], [0.5, 0.9, -0.3], [1.4, -1.3, 0.8], [0.2, -0.1, 0.1], [-1.1, 0.1, 1.2], [-1.0, 1.0, -0.5], [0.1, -0.3, 0.1], [-0.4, 0.1, 0.0], [-0.3, 0.2, -0.9], [1.3, 0.6, -1.2], [0.2, -0.3, 0.9], [-0.2, 0.5, -0.1], [0.4, -0.3, -0.6], [-0.7, 0.0, 0.8], [0.1, -0.4, -0.8], [0.6, 0.0, 0.1], [0.4, 0.2, -0.3], [0.7, -0.2, -0.4], [-1.1, -0.4, 0.9], [-0.7, 0.9, -0.6], [-2.3, 1.8, 0.0], [0.0, 0.1, -0.3], [0.0, -0.4, 0.1], [0.1, -0.7, -0.6], [0.0, 0.2, -0.7], [-0.3, 0.3, -0.4], [0.0, -0.1, -0.9], [-0.9, -0.6, -0.1], [-0.5, -0.5, -0.2], [0.0, 0.4, 0.1], [0.5, 0.1, -0.2], [-1.3, -1.4, 0.2]]}